{
  "formula": "C8H6BrN4O",
  "method": "the ωB97M-V functional and the def2-TZVPD basis",
  "species": ["Br", "O", "N", "N", "N", "N", "C", "C", "C", "C", "C", "C", "C", "C", "H", "H", "H", "H", "H", "H"],
  "xyz": [[3.24787, -1.77321, 0.05190], [-3.78974, -1.91140, -0.93382], [-0.63973, 1.79622, 0.13641], [0.95198, -0.11889, -0.11942], [-2.36920, -1.25894, 0.74175], [1.61081, 2.11108, -0.04061], [0.60067, 1.31820, -0.02186], [-1.60047, 0.97687, 0.27192], [-3.44312, -1.78157, 0.33477], [-0.07385, -1.00280, 0.07018], [2.77793, 1.38771, -0.16249], [4.04420, 1.89037, -0.31272], [-1.36535, -0.46398, 0.31877], [2.25687, -0.21673, -0.12196], [-2.66686, 1.29799, 0.43632], [3.92724, 3.04065, -0.21842], [-3.92054, -2.21928, 1.15515], [5.02276, 1.36922, -0.49968], [0.21662, -2.10445, -0.01634], [-4.78808, -2.33705, -1.06986]],
  "atomic_forces_ev_per_a": [[-0.525, 0.610, -0.197], [-3.852, -1.258, -0.667], [-1.119, 0.358, -0.263], [0.349, 1.809, 0.738], [0.118, 0.623, -0.014], [0.391, -0.424, -0.193], [1.877, 0.787, -0.069], [-0.971, -0.515, 0.545], [1.780, 0.262, -0.306], [-2.023, -1.434, 0.044], [0.407, -3.585, -0.143], [-1.842, 1.269, 0.385], [2.035, -2.182, -0.891], [1.425, 2.798, -0.390], [1.280, -0.009, -0.273], [0.978, -1.966, -0.373], [-1.882, -0.991, 0.567], [-1.437, 0.520, 0.362], [-0.836, 1.767, 0.370], [3.847, 1.562, 0.768]],
  "total_charge": 1,
  "homo_energy_ev": -12.33,
  "orbital_gap_ev": 6.599,
  "de_lowest_ev": 0.728,
  "smiles": "C=C1N=c2ncc(/N=C\\O)c[n+]2=C1Br"
}

=====

{
  "formula": "C8H6Cl2GdLaN2O3",
  "method": "the ωB97M-V functional and the def2-TZVPD basis",
  "species": ["Gd", "La", "Cl", "Cl", "O", "O", "O", "N", "N", "C", "C", "C", "C", "C", "C", "C", "C", "H", "H", "H", "H", "H", "H"],
  "xyz": [[0.07454, 1.08154, -1.41176], [0.33049, 0.23744, -4.97094], [2.07179, 0.17984, -2.87051], [-1.53403, 1.66078, -3.32662], [0.55196, -1.41477, -8.08203], [0.00157, 1.92290, -8.01658], [-1.19021, -1.45088, 0.70302], [0.60453, 2.13243, 0.48283], [1.03732, 4.31466, 3.95370], [0.86012, 3.51150, 2.87378], [1.90188, 2.66892, 2.42179], [1.76132, 2.00901, 1.21990], [-0.35644, 3.55464, 2.15666], [0.16476, 1.48093, -6.95342], [-0.46180, 2.86444, 0.96331], [0.48586, -1.00699, -6.99327], [-0.85628, -0.61298, -0.03315], [1.91980, 4.37136, 4.43793], [0.33391, 4.98371, 4.22949], [2.82210, 2.56711, 2.99379], [2.53739, 1.36731, 0.78113], [-1.19534, 4.15416, 2.52149], [-1.37724, 2.85326, 0.34760]],
  "atomic_forces_ev_per_a": [[1.122, 1.680, 0.620], [-0.286, -0.290, 6.022], [-0.038, -0.052, -0.549], [0.144, -0.316, -1.165], [-0.330, 2.060, 5.992], [0.853, -2.224, 5.733], [1.703, 4.435, -3.966], [-0.545, -0.641, 0.603], [-0.316, -1.286, -1.819], [0.475, 1.795, 1.983], [0.740, -0.864, -0.992], [-0.217, 0.732, 0.429], [-1.272, -0.231, -1.390], [-1.103, 4.990, -9.448], [0.832, 0.528, 1.018], [0.593, -4.535, -9.475], [-2.532, -5.998, 5.477], [0.209, -0.123, 0.156], [-0.198, 0.046, 0.107], [-0.170, -0.045, -0.088], [-0.197, 0.373, 0.425], [0.232, -0.290, -0.104], [0.298, 0.256, 0.432]],
  "total_charge": 4,
  "homo_energy_ev": [-21.21, -20.12],
  "orbital_gap_ev": [4.952, 3.815],
  "multiplicity": 8
}

=====

{
  "formula": "C8H6Cl4O",
  "method": "the ωB97M-V functional and the def2-TZVPD basis",
  "species": ["Cl", "Cl", "Cl", "Cl", "O", "C", "C", "C", "C", "C", "C", "C", "C", "H", "H", "H", "H", "H", "H"],
  "xyz": [[1.50482, -1.04549, 3.02103], [2.97920, 0.56255, 0.76442], [1.92236, -1.16676, -1.32931], [3.13201, -2.65725, 1.12698], [0.63100, -2.86618, 1.22489], [0.10503, 1.77206, -0.15419], [-1.96589, 0.31376, -1.18726], [0.09060, 0.42465, -0.13521], [-1.14461, 2.31636, -0.59442], [-2.25081, 1.59195, -1.08952], [1.50682, -1.73220, 1.27083], [-0.84762, -0.42711, -0.73053], [1.51117, -0.43102, 0.17059], [-2.82250, -0.29393, -1.48720], [-3.09025, 2.08523, -1.29025], [-0.24050, -2.61654, 1.62463], [-1.16087, 3.44034, -0.66211], [0.92483, 2.25011, 0.12554], [-0.78478, -1.52054, -0.66891]],
  "atomic_forces_ev_per_a": [[-0.491, -0.417, -1.472], [-1.578, -0.307, -0.704], [0.440, -0.261, -1.105], [-1.097, 1.073, -0.016], [-0.406, 2.792, -0.205], [-6.001, -1.333, -1.692], [-1.823, -6.346, -0.245], [3.688, -4.752, 0.127], [1.358, 2.816, -0.102], [6.029, 2.070, 2.332], [0.926, -1.140, 1.227], [-0.972, 2.698, 0.905], [-0.666, -0.130, 1.767], [0.257, -0.270, -0.383], [-3.389, 1.484, -1.134], [0.928, -0.069, -0.397], [-0.226, -1.162, 0.314], [3.132, 2.558, 1.213], [-0.111, 0.697, -0.430]],
  "homo_energy_ev": -9.65,
  "orbital_gap_ev": 10.046,
  "de_lowest_ev": 0.472,
  "smiles": "OC(Cl)(Cl)C(Cl)(Cl)c1ccccc1"
}

=====

{
  "formula": "C8H6ClF3O",
  "method": "the ωB97M-V functional and the def2-TZVPD basis",
  "species": ["Cl", "F", "F", "F", "O", "C", "C", "C", "C", "C", "C", "C", "C", "H", "H", "H", "H", "H", "H"],
  "xyz": [[-2.65412, 0.95410, -1.18510], [-0.11307, -0.62650, -2.14329], [-0.32668, 1.93682, -2.45078], [1.64980, 1.62322, -1.47694], [0.87343, 1.37874, 1.43065], [-0.01936, 0.09450, -0.96309], [0.97750, -0.56202, -0.00140], [0.35845, -1.56027, 0.87492], [1.54633, 0.48076, 1.00734], [-1.81119, -0.66547, 0.66914], [-0.92356, -1.56881, 1.27973], [-1.46831, 0.15358, -0.35537], [0.33779, 1.56209, -1.32610], [1.83424, -1.02409, -0.52693], [2.62901, 0.33709, 1.17514], [0.00375, 2.19099, -0.54059], [1.19927, -2.06000, 1.34246], [-2.85403, -0.49508, 0.99638], [-1.23924, -2.14964, 2.19385]],
  "atomic_forces_ev_per_a": [[-0.915, 0.573, -0.524], [0.454, -0.301, -0.026], [0.791, -0.003, -0.286], [1.558, 0.641, -0.786], [0.201, -0.118, 0.554], [-2.299, 1.164, 0.256], [-0.206, 0.852, -0.495], [4.536, -0.550, -0.757], [-0.115, -0.191, -1.451], [-1.114, -3.160, 4.197], [-5.048, 1.173, 1.400], [3.846, 0.928, -2.823], [-1.441, -1.602, 0.072], [-0.449, 0.419, -0.084], [-0.112, 0.152, 0.617], [0.003, 0.858, 0.699], [-0.666, -0.803, 0.539], [0.723, -0.669, 0.234], [0.253, 0.640, -1.335]],
  "homo_energy_ev": [-6.31, -10.39],
  "orbital_gap_ev": [6.969, 7.911],
  "de_lowest_ev": 0.000,
  "multiplicity": 3
}

=====

{
  "formula": "C8H6F4O",
  "method": "the ωB97M-V functional and the def2-TZVPD basis",
  "species": ["F", "F", "F", "F", "O", "C", "C", "C", "C", "C", "C", "C", "C", "H", "H", "H", "H", "H", "H"],
  "xyz": [[2.33608, 1.44687, 0.80813], [-1.11189, 1.88846, 1.38964], [1.23478, 3.11340, 1.68587], [1.13189, 2.63199, -0.49773], [0.42635, 0.45956, 2.67108], [-0.28330, 0.10624, 0.07549], [-0.05134, 1.23992, 0.95627], [0.52042, -1.54181, -1.56676], [-0.79151, -1.96009, -1.70204], [-1.73819, -1.40691, -0.92364], [0.72419, -0.47714, -0.70216], [1.17255, 2.14816, 0.79615], [-1.59050, -0.39512, -0.05618], [-1.11176, -2.95645, -2.29718], [1.80296, -0.22475, -0.66510], [1.14181, -0.16616, 2.49074], [-2.37976, -0.00362, 0.57765], [-2.73523, -1.84215, -0.88435], [1.30246, -2.06040, -2.15586]],
  "atomic_forces_ev_per_a": [[-0.685, 0.305, 0.599], [0.083, 0.143, -0.530], [-0.161, -0.048, -0.492], [-0.280, 0.466, 1.133], [-0.871, 1.513, -3.091], [-0.290, -0.001, -0.951], [1.645, -1.774, 4.612], [-0.716, -0.323, -0.656], [0.466, -3.772, -1.818], [-3.696, -1.082, 0.313], [2.233, -0.149, -0.168], [0.728, -0.716, -1.542], [1.825, 1.766, 1.331], [1.021, 2.643, 1.156], [-1.017, 0.496, 0.457], [-0.051, 0.071, -0.227], [0.013, -0.170, -0.264], [0.076, -0.119, -0.537], [-0.323, 0.751, 0.677]],
  "homo_energy_ev": -9.80,
  "orbital_gap_ev": 9.289,
  "de_lowest_ev": 1.390
}

=====

{
  "formula": "C8H6F5ISi",
  "method": "the ωB97M-V functional and the def2-TZVPD basis",
  "species": ["I", "Si", "F", "F", "F", "F", "F", "C", "C", "C", "C", "C", "C", "C", "C", "H", "H", "H", "H", "H", "H"],
  "xyz": [[-1.89310, -1.77290, 0.26038], [0.01148, -0.41405, 1.00444], [-3.14906, 2.97979, 0.26220], [-3.82691, 1.40227, 2.18369], [-6.20398, -1.38762, -0.88148], [-5.27216, -0.85898, 1.69467], [-5.29471, 0.21115, -2.87913], [-4.34610, 1.74245, -1.41616], [-4.16386, 1.09227, 0.91418], [-4.98366, -0.03403, 0.69919], [-5.41990, -0.31012, -0.62898], [1.11665, 0.07707, -0.33178], [-5.03781, 0.55259, -1.62046], [-3.91691, 1.94786, -0.12589], [0.07238, -0.04301, 2.74284], [-0.81336, -0.15378, 3.39379], [0.92997, 0.49471, 3.06708], [-4.02845, 2.42890, -2.18114], [0.66309, -0.34952, -1.35245], [1.38956, 1.09649, -0.53040], [2.05704, -0.44916, -0.35140]],
  "atomic_forces_ev_per_a": [[0.422, 0.186, -0.013], [-1.122, 0.274, 3.280], [-0.102, 0.451, -0.813], [0.142, -0.222, -0.844], [0.799, 0.768, 0.130], [-0.094, 0.139, -0.131], [-0.468, -0.127, -0.467], [0.438, -0.500, 0.948], [-1.909, -1.551, 1.083], [0.387, 0.448, -1.292], [-0.125, -0.431, 1.987], [-0.131, -1.477, -3.688], [0.271, 0.640, -0.970], [0.774, 0.577, 0.756], [-1.161, -0.653, -2.707], [0.833, -0.158, -0.375], [0.479, 0.433, 0.502], [-0.176, -0.140, -0.348], [0.608, 1.067, 2.131], [-0.360, 0.672, 0.333], [0.495, -0.395, 0.497]],
  "homo_energy_ev": -8.19,
  "orbital_gap_ev": 8.391,
  "de_lowest_ev": 0.000,
  "smiles": "Fc1cc(F)c(F)c(F)c1F.C=[Si](C)I"
}